(a)
ORCA calculation (ωB97M-V/def2-TZVPD) on an isolated ion of composition C5H12N2 and charge +2.

Atoms and positions in Å:
C -0.8010 1.1131 1.0977
C 0.2878 0.6912 0.0842
C 0.2976 -0.8174 -0.3027
C -0.1924 -1.8537 0.3718
C 0.5362 -2.0236 -2.4551
N 0.9892 -1.1939 -1.5597
N -0.5126 2.4998 1.5863
H -1.7729 1.1248 0.5917
H -0.9109 0.3816 1.8381
H 1.3240 0.8379 0.3942
H 0.1588 1.2114 -0.7755
H -0.7592 -1.8493 1.3360
H -0.0149 -2.8792 -0.0564
H -0.5611 -2.0899 -2.7259
H 1.2787 -2.5055 -3.0863
H 1.9819 -1.0660 -1.5289
H 0.5089 2.6222 1.7435
H -0.8599 3.2576 0.9023
H -0.9783 2.5389 2.5448

The value obtained for the HOMO-LUMO gap is 10.0 eV. The SMILES is C=[NH+]C(=C)CC[NH3+]. Its charge is +2. For the LUMO energy, the calculation gives -8.63 eV.


(b)
ORCA calculation (ωB97M-V/def2-TZVPD) on an isolated ion of composition C5H12N2 and charge +2.

Atoms and positions in Å:
C -2.1168 -0.2150 0.2730
C -0.8982 0.7035 0.3050
C 0.3367 0.1029 1.0110
C 1.5361 -1.5511 -0.3018
C 2.0835 0.7677 -0.4690
N -3.0577 -0.4157 -0.5772
N 1.3403 -0.3545 0.0526
H -0.7466 0.9691 -0.7066
H -1.2119 1.5811 0.7687
H 1.0485 0.8541 1.3986
H -0.0104 -0.4703 1.8950
H 0.9624 -2.3411 0.1944
H -2.0793 -0.7251 1.2232
H 2.3696 -1.8411 -0.9146
H 2.9325 0.3332 -1.1249
H 1.3876 1.3938 -1.1306
H 2.5421 1.4555 0.2640
H -3.0583 -0.2015 -1.6906
H -3.8953 -0.8177 -0.3579

The value obtained for the HOMO-LUMO gap is 11.7 eV. The SMILES is C=[N+](C)CCC=[NH2+]. Its charge is +2. For the LUMO energy, the calculation gives -9.10 eV.


(a) takes first place; second place is 0.866 eV up.


(a)
ORCA calculation (ωB97M-V/def2-TZVPD) on one molecule with the formula C2H3BrSi.

Atoms and positions in Å:
C 1.7504 1.1832 0.0411
C 0.7277 0.5616 -0.0368
Si -0.7256 -0.5276 -0.0422
Br -3.0002 -0.0407 -0.0019
H 2.7587 1.4086 -0.0780
H -0.8455 -1.4634 -1.0810
H -0.6655 -1.1216 1.1988

The value obtained for the HOMO-LUMO gap is 10.4 eV. The SMILES is C#C[SiH2]Br. For the LUMO energy, the calculation gives 0.05 eV.


(b)
ORCA calculation (ωB97M-V/def2-TZVPD) on one molecule with the formula C2H3BrSi.

Atoms and positions in Å:
C -0.8169 0.7226 -0.8568
C -0.2456 -0.4399 -1.7181
Si 0.3731 -0.4018 0.0106
Br -0.6402 -0.8526 -3.4892
H -1.0740 1.7087 -0.9033
H 1.6830 0.0321 0.3898
H 0.0105 -1.6746 0.4973

The value obtained for the HOMO-LUMO gap is 9.3 eV. The SMILES is BrC1=C[SiH2]1. For the LUMO energy, the calculation gives 0.28 eV.


(a) takes first place; second place is 2.544 eV up.


(a)
ORCA calculation (ωB97M-V/def2-TZVPD) on a 8-piece molecular cluster, H14IO7 overall.

Atoms and positions in Å:
I -1.0624 -0.1260 -0.3567
O -0.2534 -3.1210 1.3073
H 0.5956 -3.1410 0.8243
H -0.5944 -2.2840 0.9123
O 1.7726 2.2990 -0.4737
H 0.9326 1.8820 -0.6547
H 2.3536 1.7310 -1.0077
O 1.7836 -0.9530 -2.2217
H 1.3836 -0.1810 -2.7297
H 1.1606 -1.1770 -1.5597
O -1.3724 -0.4300 -3.7007
H -1.3194 -0.3910 -2.7487
H -1.9644 -1.2190 -3.8307
O -2.1114 2.7870 1.6133
H -2.0554 2.1120 0.9403
H -3.0424 3.0890 1.6283
O -1.0434 0.0790 3.1533
H -0.1554 0.2240 3.5113
H -1.0234 0.3450 2.2203
O 2.2226 -0.2280 1.1173
H 2.3076 -1.0620 1.5393
H 1.4856 -0.2360 0.5173

The value obtained for the HOMO-LUMO gap is 8.9 eV. Its charge is -1. For the LUMO energy, the calculation gives 3.01 eV.


(b)
ORCA calculation (ωB97M-V/def2-TZVPD) on a 8-piece molecular cluster, H14IO7 overall.

Atoms and positions in Å:
I 0.1512 0.4738 -0.2591
O -1.5458 0.7978 -3.2341
H -0.9508 0.8808 -2.4971
H -1.1938 0.0458 -3.6821
O -3.2668 0.0238 -0.7971
H -3.5028 -0.8012 -1.1431
H -2.2938 -0.0212 -0.7611
O 2.6162 1.2778 1.9479
H 2.9432 0.3548 1.9879
H 1.7772 1.1828 1.5579
O -0.9998 -2.9372 -0.0891
H -1.1558 -2.9632 -1.0311
H -0.8278 -2.0152 0.0159
O 3.1952 -0.8872 -0.5791
H 3.1632 -1.2402 -1.4621
H 2.2752 -0.5822 -0.4911
O 0.3592 3.8878 0.6669
H 0.1992 3.8358 1.5709
H -0.0648 3.1368 0.3169
O -0.6288 -1.6932 2.6559
H 0.1302 -1.8212 3.1969
H -0.3798 -0.9362 2.1099

The value obtained for the HOMO-LUMO gap is 8.8 eV. Its charge is -1. For the LUMO energy, the calculation gives 2.96 eV.


(a) takes first place; second place is 0.204 eV up.


(a)
ORCA calculation (ωB97M-V/def2-TZVPD) on C2H5BrN3 as an isolated structure.

Atoms and positions in Å:
C -1.3760 0.0315 1.1794
C 1.0788 2.4779 0.9194
N -0.4841 0.8216 1.7507
N 0.3132 1.6166 1.1838
N -1.5380 -0.2679 -0.0910
Br 1.9055 3.9813 0.7082
H -1.8475 -0.4065 1.9568
H 4.4199 1.8688 0.1391
H 3.6548 1.8666 0.2984
H -1.0527 0.2345 -0.8197
H -2.3679 -0.8278 -0.3881

The value obtained for the HOMO-LUMO gap is 9.5 eV. Its charge is +1. For the LUMO energy, the calculation gives -4.74 eV.


(b)
ORCA calculation (ωB97M-V/def2-TZVPD) on an isolated ion of composition C2H5BrN3 and charge +1.

Atoms and positions in Å:
C 0.4774 0.2164 1.1975
C -0.4122 -1.1184 -1.9731
N 0.4173 -0.8993 0.2930
N -0.0156 -0.9256 -0.7944
N -0.0035 1.4691 0.7438
Br -2.0538 -2.0052 -2.0800
H 0.0004 -0.2993 2.1005
H 1.4659 0.3682 1.7338
H 0.0652 -1.0845 -2.9037
H -0.5958 2.1333 1.3338
H 0.6547 2.1453 0.3486

The value obtained for the HOMO-LUMO gap is 8.6 eV. The SMILES is NCN=[N+]=CBr. Its charge is +1. For the LUMO energy, the calculation gives -5.89 eV.


(b) takes first place; second place is 0.201 eV up.


(a)
ORCA calculation (ωB97M-V/def2-TZVPD) on a 2-piece molecular cluster, C4H14N2O overall.

Atoms and positions in Å:
C 1.1714 0.2573 -1.0569
N 1.3526 1.3406 -0.1143
C -0.2338 -0.3779 -1.0772
C -0.8359 -0.5819 0.3108
C -0.3164 -1.8517 1.0169
N -0.5663 -3.1280 0.3659
H 1.9270 -0.5114 -0.8940
H 1.3763 0.7115 -2.0269
H 0.6177 2.0449 -0.2329
H 1.3371 1.1074 0.8711
H -0.2448 -1.3692 -1.5357
H -0.8966 0.2514 -1.6676
H -1.9122 -0.7415 0.2037
H -0.7469 0.2438 1.0140
H 0.7692 -1.7686 1.1413
H -0.7367 -1.8879 2.0244
H -0.1052 -3.2199 -0.5236
H -1.5450 -3.3684 0.3281
H -1.2908 3.7676 0.2440
H 0.1076 4.3677 0.5570
O -0.3636 3.5176 0.4597

As for the spin multiplicity: 2. The value obtained for the HOMO-LUMO gap (alpha / beta) is 2.5 / 8.9 eV. Its expectation value of S² is 0.7506. Its charge is -1. For the LUMO energy (alpha / beta), the calculation gives 3.49 / 3.47 eV.


(b)
ORCA calculation (ωB97M-V/def2-TZVPD) on a 2-piece molecular cluster, C4H14N2O overall.

Atoms and positions in Å:
N 0.2112 0.1246 0.5246
C 1.2073 -0.7737 -0.0513
C 2.2495 -1.2638 0.9418
N 3.0800 -2.3191 0.3414
H -0.3317 -0.3303 1.2543
H 0.6303 0.9886 0.8701
H -0.6715 0.4780 -0.6381
H 0.6991 -1.6289 -0.4964
H 1.7037 -0.2444 -0.8662
H 2.8481 -0.4064 1.2690
H 1.7247 -1.6755 1.8073
H 3.0571 -2.2265 -0.6703
H 4.0497 -2.1619 0.5907
C -2.4716 1.1115 -1.2865
O -1.1659 0.6901 -1.5204
C -2.6847 1.7472 0.0722
H -3.1919 0.2770 -1.3817
H -2.7454 1.8564 -2.0432
H -3.6520 2.2543 0.1258
H -1.8984 2.4911 0.2785
H -2.6476 1.0117 0.8785

As for the spin multiplicity: 2. The value obtained for the HOMO-LUMO gap (alpha / beta) is 2.9 / 9.6 eV. Its expectation value of S² is 0.7503. Its charge is -1. For the LUMO energy (alpha / beta), the calculation gives 4.02 / 3.92 eV.


(a) takes first place; second place is 0.489 eV up.


(a)
ORCA calculation (ωB97M-V/def2-TZVPD) on one molecule with the formula C20H22N2O4S.

Atoms and positions in Å:
C -5.5932 -2.0485 -0.3750
C -4.6473 -0.8874 -0.3409
C -3.7220 -0.7044 -1.3543
C -2.8309 0.3567 -1.3525
C -2.8632 1.2646 -0.3063
C -3.7903 1.0915 0.7173
C -4.6795 0.0321 0.7141
C -5.6638 -0.1247 1.8320
H -5.5223 -1.0811 2.3341
H -6.6837 -0.1007 1.4496
H -5.5482 0.6715 2.5622
H -3.7970 1.8124 1.5205
O -2.0419 2.3625 -0.1785
C -1.0656 2.5820 -1.1576
C 0.0003 1.5336 -1.1572
C 0.3831 0.6229 -0.2138
C 1.4701 -0.0498 -0.8264
N 1.6846 0.4241 -2.0273
O 0.7770 1.4031 -2.2423
C 2.2303 -1.1854 -0.2386
O 1.6479 -2.1926 0.1301
N 3.5620 -1.0186 -0.1154
C 4.2172 0.2021 -0.5493
C 3.7123 1.3901 0.2120
C 3.3129 1.4487 1.5118
C 2.8573 2.7311 1.8925
C 2.9198 3.6274 0.8773
S 3.5323 2.9257 -0.5686
H 2.6500 4.6645 0.8838
H 2.5010 2.9684 2.8784
H 3.3340 0.6038 2.1770
H 5.2932 0.0815 -0.3925
H 4.0470 0.3568 -1.6196
C 4.3292 -2.0620 0.5480
H 3.8324 -2.3257 1.4885
H 5.3182 -1.6642 0.7719
C 4.4420 -3.3461 -0.2975
O 3.4672 -4.2929 0.0244
H 2.6074 -3.8352 0.0480
H 5.4040 -3.8299 -0.1068
H 4.3949 -3.0740 -1.3641
H -0.0313 0.4516 0.7558
H -0.6194 3.5511 -0.9039
H -1.5018 2.6594 -2.1639
H -2.1281 0.4487 -2.1654
H -3.6860 -1.4089 -2.1726
H -6.6267 -1.7030 -0.3837
H -5.4616 -2.6770 0.5052
H -5.4240 -2.6555 -1.2605

The value obtained for the HOMO-LUMO gap is 9.0 eV. The SMILES is Cc1ccc(OCc2cc(C(=O)N(CCO)Cc3cccs3)no2)cc1C. For the LUMO energy, the calculation gives 0.56 eV.


(b)
ORCA calculation (ωB97M-V/def2-TZVPD) on one molecule with the formula C20H22N2O4S.

Atoms and positions in Å:
C -6.9574 -2.2695 -0.3537
C -7.0827 -0.7507 -0.4333
O -6.2872 -0.0871 0.5285
C -4.9409 0.0080 0.3439
C -4.2311 0.5758 1.4027
C -2.8660 0.7535 1.3230
C -2.1707 0.3520 0.1850
C -2.8713 -0.2278 -0.8629
C -4.2426 -0.3908 -0.7923
H -4.7498 -0.8377 -1.6321
H -2.3281 -0.5459 -1.7358
N -0.7781 0.5136 0.0704
S -0.2184 1.5299 -1.1138
O 1.1506 1.2251 -1.4080
O -1.1521 1.5506 -2.1946
C -0.2569 3.1722 -0.3269
H 0.5095 3.2098 0.4351
H -0.0570 3.9014 -1.1004
H -1.2468 3.3180 0.0857
C 0.0533 0.3082 1.2379
C 1.4393 -0.0882 0.8254
C 2.5467 0.5603 1.2416
C 3.8468 0.2003 0.7769
C 5.0187 0.8522 1.1776
C 6.2364 0.4862 0.6592
C 6.3347 -0.5429 -0.2855
C 5.1870 -1.1953 -0.6887
C 3.9425 -0.8387 -0.1666
N 2.8046 -1.4958 -0.5366
C 1.5297 -1.2223 -0.0953
O 0.5968 -1.9171 -0.4497
H 2.8754 -2.2323 -1.2289
H 5.2429 -1.9922 -1.4170
C 7.6747 -0.9150 -0.8397
H 7.5950 -1.7471 -1.5339
H 8.1137 -0.0663 -1.3626
H 8.3529 -1.1944 -0.0345
H 7.1347 0.9956 0.9752
H 4.9513 1.6510 1.9016
H 2.4684 1.3944 1.9275
H 0.0968 1.2009 1.8800
H -0.3999 -0.5132 1.8043
H -2.3418 1.1995 2.1553
H -4.7782 0.8794 2.2815
H -6.8501 -0.3917 -1.4432
H -8.1058 -0.4500 -0.1894
H -7.6235 -2.7308 -1.0778
H -5.9377 -2.5859 -0.5582
H -7.2284 -2.6093 0.6429

The value obtained for the HOMO-LUMO gap is 8.6 eV. The SMILES is CCOc1ccc(N(Cc2cc3ccc(C)cc3[nH]c2=O)S(C)(=O)=O)cc1. For the LUMO energy, the calculation gives 0.49 eV.


(b) takes first place; second place is 1.752 eV up.